Entry 1:
{
  "formula": "C34H31Cl3GeN3OPS4Ti",
  "method": "ωB97M-V/def2-TZVPD",
  "multiplicity": 2,
  "gap_ha": [0.2083, 0.2145],
  "s_squared": 0.754,
  "e_tot_ev": -212108.3233,
  "charge": 1,
  "e_homo_ev": [-8.38, -8.43],
  "species": ["Ti", "S", "P", "S", "C", "C", "C", "C", "C", "C", "C", "C", "C", "C", "C", "C", "H", "H", "H", "H", "H", "H", "H", "H", "H", "H", "Cl", "Ge", "Cl", "Cl", "N", "C", "C", "C", "N", "C", "C", "H", "H", "H", "H", "H", "H", "O", "S", "C", "C", "C", "C", "C", "C", "C", "C", "C", "C", "C", "C", "H", "H", "H", "H", "H", "H", "H", "H", "H", "H", "S", "C", "N", "C", "C", "C", "C", "H", "H", "H", "H", "H"],
  "xyz": [[-0.988, -1.347, 0.715], [2.538, -1.235, -1.857], [2.660, -0.662, 0.072], [0.996, 0.123, 0.886], [3.438, -2.009, 1.036], [2.800, -2.748, 2.021], [3.490, -3.752, 2.678], [4.806, -4.022, 2.350], [5.443, -3.286, 1.363], [4.763, -2.279, 0.707], [3.813, 0.738, 0.194], [4.526, 0.904, 1.373], [5.266, 2.057, 1.561], [5.285, 3.043, 0.588], [4.552, 2.883, -0.575], [3.815, 1.730, -0.777], [1.769, -2.555, 2.276], [2.988, -4.328, 3.440], [5.335, -4.812, 2.859], [6.467, -3.503, 1.100], [5.250, -1.690, -0.059], [4.496, 0.141, 2.140], [5.817, 2.194, 2.478], [5.857, 3.945, 0.740], [4.544, 3.667, -1.315], [3.236, 1.599, -1.679], [-3.056, -2.320, 0.118], [-1.876, -4.283, -0.493], [-0.108, -3.496, 0.843], [-2.713, -5.450, 1.124], [-1.673, -1.018, 6.844], [-1.527, -1.104, 5.507], [-2.620, -1.170, 4.624], [-2.416, -1.234, 3.267], [-1.196, -1.237, 2.693], [-0.150, -1.170, 3.543], [-0.257, -1.130, 4.907], [-2.581, -0.903, 7.257], [-0.867, -0.903, 7.433], [-3.625, -1.165, 5.016], [-3.271, -1.285, 2.601], [0.834, -1.112, 3.101], [0.637, -1.096, 5.509], [-1.871, 0.345, 0.374], [-2.948, 0.591, -0.660], [-3.731, 2.117, -0.083], [-2.959, 3.095, 0.520], [-3.571, 4.251, 0.973], [-4.940, 4.417, 0.818], [-5.702, 3.434, 0.203], [-5.097, 2.274, -0.254], [-2.055, 1.367, -2.023], [-2.710, 1.560, -3.228], [-2.035, 2.173, -4.271], [-0.715, 2.563, -4.101], [-0.065, 2.346, -2.897], [-0.735, 1.744, -1.847], [-1.896, 2.940, 0.631], [-2.979, 5.011, 1.461], [-5.412, 5.322, 1.169], [-6.771, 3.554, 0.106], [-5.681, 1.504, -0.740], [-3.740, 1.255, -3.336], [-2.530, 2.336, -5.217], [-0.187, 3.051, -4.903], [0.957, 2.668, -2.766], [-0.244, 1.571, -0.896], [-0.125, -1.798, -1.818], [-0.494, -1.516, -3.478], [0.529, -1.364, -4.375], [0.286, -1.168, -5.706], [-0.990, -1.138, -6.181], [-2.064, -1.317, -5.288], [-1.797, -1.497, -3.937], [1.477, -1.394, -4.020], [1.155, -1.045, -6.332], [-1.180, -1.010, -7.234], [-3.079, -1.328, -5.649], [-2.597, -1.641, -3.226]]
}

---

Entry 2:
{
  "formula": "C34H31F6MgN9O7S6",
  "method": "ωB97M-V/def2-TZVPD",
  "gap_ha": 0.2940,
  "e_tot_ev": -150272.6124,
  "e_homo_ev": -7.96,
  "species": ["Mg", "N", "C", "N", "C", "C", "S", "C", "C", "S", "C", "N", "N", "H", "H", "H", "H", "H", "H", "O", "S", "O", "N", "C", "C", "C", "C", "C", "C", "C", "C", "N", "C", "C", "C", "C", "C", "C", "C", "H", "H", "H", "H", "H", "H", "H", "H", "H", "H", "H", "F", "C", "F", "F", "S", "O", "O", "N", "S", "O", "O", "C", "F", "F", "F", "C", "C", "C", "N", "C", "S", "N", "C", "O", "C", "C", "C", "C", "C", "C", "H", "H", "H", "H", "H", "H", "H", "H", "H", "H", "H", "H", "H", "H"],
  "xyz": [[1.432, -1.543, 1.654], [2.813, -2.765, 4.836], [3.539, -1.849, 4.146], [3.271, -1.509, 2.914], [4.279, -0.719, 2.383], [5.280, -0.415, 3.236], [4.996, -1.157, 4.769], [4.157, -0.386, 0.964], [4.951, 0.413, 0.220], [4.398, 0.428, -1.414], [3.127, -0.661, -0.976], [3.117, -0.992, 0.284], [2.241, -1.163, -1.875], [1.881, -2.923, 4.476], [2.876, -2.748, 5.840], [6.165, 0.170, 3.055], [5.803, 0.995, 0.528], [2.020, -0.556, -2.650], [1.414, -1.537, -1.413], [-2.394, -2.428, 1.049], [-1.473, -1.538, 0.398], [-1.207, -0.253, 1.023], [-0.033, -2.200, 0.171], [0.012, -3.554, -0.186], [-0.862, -4.193, -1.036], [-0.691, -5.546, -1.388], [0.354, -6.278, -0.907], [1.265, -5.671, -0.014], [2.358, -6.365, 0.548], [3.184, -5.731, 1.428], [2.911, -4.393, 1.761], [1.910, -3.711, 1.259], [1.087, -4.321, 0.361], [-2.222, -1.184, -1.179], [-1.486, -1.108, -2.349], [-2.132, -0.846, -3.549], [-3.506, -0.650, -3.568], [-4.236, -0.709, -2.387], [-3.598, -0.984, -1.188], [-1.705, -3.656, -1.447], [-1.407, -6.000, -2.061], [0.494, -7.315, -1.186], [2.521, -7.400, 0.272], [4.029, -6.232, 1.879], [3.543, -3.872, 2.469], [-0.420, -1.257, -2.321], [-1.560, -0.797, -4.467], [-4.010, -0.450, -4.505], [-5.306, -0.547, -2.400], [-4.153, -1.048, -0.262], [-1.354, -0.440, 6.477], [-0.383, -1.012, 5.786], [-0.346, -2.317, 6.085], [0.779, -0.468, 6.158], [-0.690, -0.817, 3.972], [0.229, -1.791, 3.349], [-2.077, -1.065, 3.821], [-0.215, 0.653, 3.835], [0.567, 1.389, 2.708], [1.421, 0.512, 1.914], [-0.159, 2.400, 2.021], [1.788, 2.285, 3.753], [2.507, 1.421, 4.475], [1.180, 3.128, 4.579], [2.617, 2.970, 2.966], [0.038, 3.400, -4.507], [0.111, 4.727, -3.762], [0.480, 4.570, -2.290], [-0.563, 3.908, -1.523], [-0.537, 2.639, -1.105], [0.772, 1.615, -1.275], [-1.646, 2.163, -0.431], [-2.950, 2.630, -0.311], [-3.647, 2.239, 0.595], [-3.512, 3.535, -1.365], [-4.266, 4.633, -0.967], [-4.841, 5.459, -1.922], [-4.688, 5.172, -3.271], [-3.959, 4.058, -3.669], [-3.365, 3.245, -2.718], [-0.248, 3.551, -5.549], [-0.691, 2.729, -4.049], [1.001, 2.889, -4.485], [-0.846, 5.252, -3.836], [0.857, 5.376, -4.228], [0.645, 5.550, -1.837], [1.390, 3.985, -2.174], [-1.382, 4.457, -1.315], [-1.443, 1.367, 0.179], [-4.398, 4.825, 0.090], [-5.416, 6.322, -1.613], [-5.145, 5.812, -4.015], [-3.853, 3.824, -4.721], [-2.791, 2.378, -3.016]]
}

---

Entry 3:
{
  "formula": "C34H32BF9IMoN4O5PTe2",
  "method": "ωB97M-V/def2-TZVPD",
  "multiplicity": 3,
  "gap_ha": [0.2057, 0.2332],
  "s_squared": 2.032,
  "e_tot_ev": -110952.5766,
  "charge": -2,
  "e_homo_ev": [-1.96, -3.04],
  "species": ["Mo", "C", "C", "N", "C", "C", "C", "O", "C", "C", "N", "C", "C", "C", "C", "C", "C", "I", "C", "O", "H", "H", "H", "H", "H", "H", "H", "H", "H", "H", "H", "H", "Te", "N", "C", "C", "O", "O", "H", "H", "H", "H", "H", "F", "B", "F", "F", "F", "F", "Te", "F", "F", "F", "F", "O", "N", "P", "C", "C", "C", "C", "C", "C", "C", "C", "C", "C", "C", "C", "C", "C", "C", "C", "C", "C", "H", "H", "H", "H", "H", "H", "H", "H", "H", "H", "H", "H", "H", "H", "H"],
  "xyz": [[1.198, -1.416, -0.191], [-0.514, -5.847, 2.717], [1.088, -3.902, 3.151], [0.862, -4.039, 4.399], [0.982, -2.897, 5.108], [1.334, -1.705, 4.529], [1.420, -0.463, 5.368], [2.776, -0.107, 5.684], [1.629, -1.651, 3.130], [2.018, -0.453, 2.528], [2.153, -0.267, 1.198], [2.717, 0.929, 0.756], [3.609, 1.685, 1.505], [4.093, 2.889, 1.014], [3.686, 3.330, -0.231], [2.814, 2.561, -0.996], [2.331, 1.346, -0.525], [3.913, -1.922, -1.399], [1.468, -2.846, 2.358], [1.645, -2.945, 1.056], [-0.308, -6.346, 3.655], [-1.224, -4.997, 2.768], [-0.601, -6.497, 1.854], [0.760, -2.960, 6.166], [0.901, 0.360, 4.868], [0.933, -0.634, 6.327], [3.280, -0.135, 4.864], [2.073, 0.441, 3.136], [3.935, 1.322, 2.471], [4.784, 3.475, 1.607], [4.044, 4.273, -0.625], [2.519, 2.943, -1.961], [0.423, -3.414, -2.172], [-2.530, -1.384, 2.237], [-2.826, -0.361, 3.268], [-1.671, 0.668, 3.345], [-1.883, 1.683, 4.029], [-0.629, 0.344, 2.718], [-3.226, -1.376, 1.493], [-2.364, -2.395, 2.580], [-1.640, -1.078, 1.820], [-2.934, -0.841, 4.240], [-3.752, 0.148, 3.018], [-5.475, 0.504, 1.181], [-4.829, 0.956, 0.015], [-3.448, 0.616, 0.108], [-4.945, 2.348, -0.114], [-5.390, 0.332, -1.112], [0.079, -6.045, -0.179], [-1.101, -4.395, -0.222], [-1.963, -3.805, 2.799], [-2.611, -3.220, -0.596], [-2.243, -5.671, -1.046], [0.826, -5.173, 2.383], [-0.420, -1.391, 0.165], [1.420, 0.477, -1.199], [0.407, 1.219, -2.244], [-0.889, 0.220, -2.959], [-0.553, -0.641, -4.010], [-1.549, -1.273, -4.725], [-2.881, -1.052, -4.396], [-3.222, -0.194, -3.365], [-2.226, 0.459, -2.648], [1.316, 1.718, -3.732], [0.712, 2.480, -4.730], [1.395, 2.743, -5.907], [2.667, 2.218, -6.102], [3.253, 1.427, -5.125], [2.582, 1.175, -3.937], [-0.319, 2.608, -1.366], [-0.768, 2.316, -0.077], [-1.290, 3.324, 0.721], [-1.361, 4.617, 0.225], [-0.906, 4.912, -1.055], [-0.379, 3.911, -1.853], [0.487, -0.809, -4.266], [-1.286, -1.962, -5.517], [-3.661, -1.567, -4.944], [-4.253, -0.043, -3.077], [-2.501, 1.116, -1.837], [-0.301, 2.841, -4.600], [0.927, 3.340, -6.680], [3.194, 2.415, -7.028], [4.233, 0.996, -5.283], [3.030, 0.544, -3.175], [-0.710, 1.315, 0.335], [-1.617, 3.090, 1.727], [-1.767, 5.405, 0.847], [-0.952, 5.928, -1.428], [0.003, 4.152, -2.837]]
}